42
Properties=species:S:1:pos:R:3:forces:R:3:lowdin_charge:R:1 method="wB97M-V/def2-TZVPD" lumo_ev=0.195 energy_ha=-933.1777 total_charge=0 de_lowest_kj_mol=184.0 spin_multiplicity=1 smiles="CC(C)C(=O)N(/C(=N/c1cccnc1)NC#N)C(C)(C)C"
C -1.298 -2.810 -2.088 -0.345 -0.193 -0.468 -0.07
C -0.658 -2.176 -0.853 0.445 -0.324 0.191 -0.33
C -0.605 -3.183 0.338 0.002 0.772 -0.091 -0.05
C -1.493 -0.929 -0.466 -0.729 -0.695 0.415 -0.37
O -2.634 -1.128 -0.108 0.132 0.322 -0.257 0.10
N -0.986 0.381 -0.559 0.376 -1.646 -1.345 0.06
C 0.371 0.450 -0.307 2.657 -0.522 3.280 -0.33
N 0.791 0.093 0.888 -1.842 0.931 -1.974 0.20
C 2.080 0.204 1.377 1.116 -0.844 0.065 -0.28
C 2.690 -0.900 1.995 0.428 -0.271 0.628 0.00
C 3.989 -0.792 2.527 -0.646 -0.060 -0.046 -0.06
C 4.654 0.428 2.400 -0.951 -0.157 -0.318 -0.16
N 4.091 1.485 1.816 -0.721 -0.017 0.252 0.07
C 2.817 1.374 1.378 1.255 0.116 -0.129 -0.10
N 1.294 0.853 -1.290 -1.415 0.040 -0.534 0.15
C 1.047 0.736 -2.616 0.280 -0.314 0.876 -0.28
N 0.942 0.544 -3.743 -0.240 0.200 -0.408 0.17
C -1.831 1.533 -0.295 -1.396 1.831 0.787 -0.53
C -1.065 2.835 -0.558 0.892 -0.205 -0.457 -0.04
C -2.245 1.589 1.194 0.333 -0.865 0.167 -0.03
C -3.111 1.533 -1.197 0.256 -1.491 0.345 -0.02
H -1.310 -2.043 -2.879 -0.310 -0.444 0.053 0.08
H -0.712 -3.667 -2.471 -0.049 0.462 0.329 0.09
H -2.315 -3.207 -1.882 0.533 0.553 -0.103 0.09
H 0.377 -1.935 -1.162 -0.361 0.186 0.387 0.13
H -1.593 -3.602 0.584 0.250 0.342 -0.209 0.09
H 0.062 -4.018 0.101 -0.024 0.180 -0.025 0.08
H -0.225 -2.642 1.216 -0.078 -0.362 -0.100 0.06
H 2.084 -1.798 2.128 0.323 0.079 -0.141 0.11
H 4.500 -1.590 3.091 -0.593 0.273 -0.511 0.11
H 5.630 0.533 2.840 0.342 0.255 -0.139 0.10
H 2.362 2.262 0.982 -0.045 0.510 -0.166 0.11
H 2.252 0.813 -1.013 0.627 0.050 0.140 0.13
H -0.663 2.815 -1.586 -0.102 0.278 0.305 0.09
H -1.689 3.727 -0.436 -0.102 -0.415 -0.057 0.09
H -0.227 2.954 0.152 -0.196 -0.101 -0.316 0.08
H -2.725 0.652 1.484 -0.196 0.175 -0.097 0.08
H -2.927 2.413 1.345 -0.203 0.222 0.059 0.08
H -1.391 1.697 1.882 -0.087 0.156 -0.445 0.08
H -3.929 1.038 -0.656 0.238 0.026 -0.218 0.08
H -2.948 0.950 -2.126 -0.011 0.491 0.409 0.10
H -3.450 2.527 -1.429 0.156 0.476 -0.136 0.07